60
Properties=species:S:1:pos:R:3:forces:R:3 method="wB97M-V/def2-TZVPD" de_lowest_ev=1.3560 e_lumo_ev=0.34 orbital_gap_ev=8.1 total_energy_ev=-40504.9774 homo_ha=-0.2834 smiles="CCOC(=O)N1CCN(C(=O)c2cn(CCOC)c(=O)c3c2c2ccccc2n3C)CC1"
O 5.798 0.731 -1.045 -0.184 -0.013 -0.077
O -4.542 0.112 1.946 -0.163 -0.353 0.252
O 0.393 2.658 -1.993 0.190 0.117 -0.298
O 4.232 -1.039 1.435 0.035 -0.192 0.034
O -5.220 0.484 -0.186 0.235 0.185 -0.087
N 1.745 -2.319 0.375 0.037 0.084 0.002
N -0.920 2.183 -0.223 -0.234 0.011 -0.078
N 3.425 0.938 0.644 -0.155 -0.227 0.009
N -3.508 1.649 0.642 0.038 0.013 -0.146
C 1.260 1.170 -0.350 0.559 0.114 -0.052
C -1.458 -3.405 -1.093 0.103 -0.094 0.056
C 5.528 1.860 -0.265 -0.134 0.098 0.205
C -6.221 -0.522 -0.038 -0.280 -0.437 0.186
C 4.675 1.581 0.989 0.698 0.011 -0.174
C 0.082 -1.151 -0.638 0.116 -0.414 0.086
C -0.253 -3.568 -0.447 0.016 -0.178 0.035
C 2.443 1.688 0.070 -0.745 0.141 -0.257
C 3.332 -0.432 0.858 0.080 0.064 0.146
C 2.109 -0.998 0.360 -0.568 0.540 -0.340
C -1.888 -2.148 -1.530 -0.165 0.151 -0.095
C 0.523 -2.434 -0.224 -0.311 0.432 -0.193
C 6.678 -0.205 -0.458 0.056 -0.125 0.100
C -5.681 -1.901 -0.388 0.012 0.431 0.082
C 0.220 2.062 -0.947 0.092 0.084 0.197
C -3.321 2.208 -0.685 -0.072 0.122 -0.342
C -4.427 0.686 0.889 -0.027 0.177 0.017
C -1.131 -1.020 -1.313 0.010 -0.067 -0.001
C 2.513 -3.414 0.901 0.251 -0.424 0.173
C -2.490 1.935 1.625 0.203 -0.116 0.192
C -2.009 2.986 -0.737 -0.209 0.105 -0.265
C 1.103 -0.237 -0.243 0.644 -0.250 0.365
C -1.119 1.554 1.072 -0.008 -0.194 0.512
H 7.588 0.287 -0.096 0.029 0.003 -0.036
H -2.829 -2.070 -2.054 -0.081 0.027 -0.045
H 0.080 -4.543 -0.127 0.023 -0.108 0.034
H -5.315 -1.914 -1.412 0.019 -0.047 -0.108
H 5.205 0.905 1.664 -0.112 0.209 -0.046
H -2.522 2.995 1.897 0.019 -0.082 0.054
H -2.082 -4.266 -1.279 -0.030 -0.084 -0.006
H -2.094 3.917 -0.166 0.013 -0.024 -0.101
H -2.717 1.338 2.511 0.106 0.149 -0.098
H 1.953 -3.926 1.687 0.016 -0.008 -0.022
H -6.471 -2.639 -0.285 -0.083 -0.115 -0.001
H 6.203 -0.748 0.365 0.067 0.057 -0.059
H 6.936 -0.909 -1.248 0.072 -0.019 0.050
H -7.022 -0.228 -0.720 0.085 -0.004 0.106
H 6.462 2.344 0.060 -0.100 0.004 -0.037
H -1.452 -0.055 -1.673 -0.088 0.096 -0.040
H 2.647 2.744 -0.011 0.054 0.080 -0.022
H -4.158 2.871 -0.932 0.117 -0.036 -0.088
H 4.478 2.527 1.500 -0.018 -0.067 -0.003
H -0.332 1.866 1.768 -0.096 -0.072 -0.014
H -4.866 -2.160 0.283 0.050 -0.063 0.047
H -6.586 -0.510 0.994 -0.008 0.042 -0.210
H -3.311 1.396 -1.419 0.034 0.156 0.002
H 2.744 -4.130 0.109 -0.010 -0.007 0.023
H 4.987 2.537 -0.932 0.075 0.057 0.109
H 3.439 -3.020 1.314 -0.123 -0.089 -0.043
H -1.758 3.241 -1.769 -0.122 0.025 0.189
H -1.077 0.464 0.970 -0.029 0.122 0.121